Entry 1:
The following is a quantum chemistry calculation of 11 unconnected molecules or ions with the total composition C49H70N6O15 in a non-equilibrium geometry, from the OMol25 dataset.

Geometry as ORCA input:
```
! RIJCOSX wB97M-V def2-TZVPD def2/J DEFGRID3
* xyz 0 1
C 3.24901 0.69058 -2.48792
C 4.02829 1.20927 -3.63831
O 5.21189 1.97667 -3.22758
C 6.21088 1.19544 -2.74511
O 6.27940 -0.01093 -2.80930
O 7.20780 2.01385 -2.35622
C 8.45681 1.25422 -2.12577
H 2.55988 -0.09744 -2.78545
H 2.67504 1.47225 -2.00307
H 3.93374 0.27244 -1.74150
H 3.47385 1.93800 -4.21107
H 4.38900 0.39574 -4.25700
H 8.29228 0.71788 -1.17976
H 9.21574 2.03372 -2.09777
H 8.54390 0.56079 -2.94702
C -3.50095 -4.26749 -6.29682
C -2.13690 -4.72800 -5.97254
O -1.62460 -4.12564 -4.73786
C -2.15346 -4.44293 -3.55325
O -2.00046 -3.80091 -2.55077
O -2.80573 -5.62408 -3.59734
C -3.30533 -6.16257 -2.31550
H -4.21046 -4.74886 -5.64438
H -3.68453 -4.60238 -7.30875
H -3.64769 -3.17990 -6.22042
H -1.35179 -4.40820 -6.64698
H -2.07644 -5.81114 -5.88914
H -4.09870 -5.55256 -1.89368
H -2.45841 -6.29713 -1.64814
H -3.72560 -7.12355 -2.60558
C -1.56083 3.07143 2.24349
C -1.50818 4.30725 3.00629
O -2.78516 4.81123 3.50385
C -2.58779 5.89048 4.25623
O -1.52762 6.39294 4.51760
O -3.79608 6.18318 4.81739
C -3.75066 7.33910 5.77739
H -2.05691 3.19518 1.27517
H -2.06847 2.26069 2.79289
H -0.50971 2.77693 2.12079
H -1.12646 5.12606 2.40600
H -0.88265 4.22250 3.87600
H -3.13568 7.10250 6.63366
H -4.81548 7.40509 6.01852
H -3.44049 8.19481 5.17909
C 4.79132 4.01460 -0.37164
C 4.32488 2.98811 0.58164
O 3.06521 3.35162 1.20388
C 3.15528 4.33050 2.12634
O 4.17303 4.75550 2.61019
O 1.92560 4.68122 2.38582
C 1.80586 5.64241 3.43852
H 5.83658 3.92887 -0.64945
H 4.85176 5.04829 0.02653
H 4.20088 3.96923 -1.26233
H 5.00290 2.72802 1.40698
H 4.05459 2.07641 0.04544
H 2.17510 6.60675 3.08783
H 2.40535 5.30537 4.29207
H 0.75150 5.69620 3.68583
C -4.78651 -3.50867 0.75070
C -3.30246 -3.65478 0.86222
O -3.07190 -5.09409 0.98186
C -1.83895 -5.57338 1.02440
O -1.58963 -6.73705 0.80375
O -0.94220 -4.61415 1.30661
C 0.43200 -4.99110 1.44017
H -5.28737 -3.91187 1.62408
H -5.14347 -3.99911 -0.16376
H -5.04329 -2.45094 0.64185
H -3.00894 -3.21448 1.84983
H -2.64107 -3.31656 0.07949
H 0.97371 -4.05221 1.52700
H 0.73765 -5.51964 0.53949
H 0.49651 -5.62812 2.32251
C -0.96116 3.63870 -1.35850
C -2.08192 4.51392 -1.60630
C -1.68661 5.34133 -2.60375
N -0.44761 4.93654 -3.06576
C -0.02973 3.88312 -2.30885
H -0.91353 2.88537 -0.57214
H -3.02803 4.55893 -1.07745
H -2.23728 6.17019 -2.99420
H 0.10206 5.23660 -3.84266
H 0.89797 3.39668 -2.54297
C -5.24094 1.48712 -1.44681
C -4.61326 0.39669 -1.97888
C -3.93399 -0.36982 -1.05941
N -3.86199 -0.09047 0.26546
C -4.46429 1.05971 0.72931
C -5.18117 1.85255 -0.09513
H -5.86475 2.15063 -2.02294
H -4.61136 0.08210 -3.01313
H -3.48701 -1.30070 -1.40395
H -4.40642 1.43712 1.74737
H -5.63067 2.75748 0.29944
C -0.48293 -0.79087 -3.44286
C 0.45527 -1.46634 -4.24854
C 1.19602 -0.70794 -5.10828
N 1.04533 0.64936 -5.27633
C 0.11337 1.21600 -4.53805
C -0.66043 0.56639 -3.58955
H -1.06378 -1.35689 -2.72632
H 0.68585 -2.51296 -4.20224
H 1.94712 -1.21167 -5.69326
H -0.11224 2.27140 -4.65852
H -1.36204 1.13042 -2.97125
C -3.44627 -0.74379 3.82016
C -3.83224 -1.81093 4.67834
C -2.87160 -2.83451 4.89074
N -1.62492 -2.83297 4.37295
C -1.36047 -1.84192 3.54868
C -2.19563 -0.81809 3.24534
H -4.11194 0.06514 3.57296
H -4.81053 -1.86433 5.19184
H -3.10638 -3.58707 5.62991
H -0.36021 -1.75839 3.14195
H -1.82050 -0.12362 2.50687
C 5.63180 -4.15495 4.53774
C 5.44174 -2.88463 3.90273
C 4.64388 -2.89643 2.74125
N 4.05384 -3.97645 2.24229
C 4.21076 -5.09110 2.88417
C 4.97455 -5.24644 4.01834
H 6.28159 -4.35841 5.38770
H 5.83468 -1.92086 4.22890
H 4.38654 -1.97991 2.20864
H 3.70942 -5.98937 2.52682
H 5.20141 -6.21690 4.46118
C 0.92774 0.53472 0.58159
C -0.18685 -0.19099 0.10279
C -0.02679 -1.51311 -0.16212
N 1.12863 -2.18114 -0.04073
C 2.19670 -1.46869 0.40684
C 2.12589 -0.11548 0.70322
H 0.95809 1.60094 0.79171
H -1.15766 0.26178 -0.01499
H -0.88711 -2.09337 -0.45192
H 3.07451 -2.05246 0.60846
H 3.03923 0.38962 1.01390
*
```

Energy above the lowest of the compared OMol25 structures with the same formula, charge and spin: 0.0 kJ/mol
Structure (SMILES): CCOC(=O)OC.CCOC(=O)OC.CCOC(=O)OC.CCOC(=O)OC.CCOC(=O)OC.c1cc[nH]c1.c1ccncc1.c1ccncc1.c1ccncc1.c1ccncc1.c1ccncc1
E: -91600.0024 eV

Entry 2:
The following is a quantum chemistry calculation of a molecular structure, C49H72BrCl2N4P2SSi3Sn in a non-equilibrium geometry, from the OMol25 dataset.

Geometry as ORCA input:
```
! RIJCOSX wB97M-V def2-TZVPD def2/J DEFGRID3
* xyz -1 1
Sn 0.10656 0.86270 -1.20576
C 2.46439 5.08730 -0.88346
Si 2.93173 3.43494 -0.08499
C 4.10229 3.88437 1.32071
C 3.99392 2.69815 -1.45445
N 1.65236 2.36844 0.27687
P 0.95053 1.81368 1.61586
C -0.27856 0.68351 1.34613
P -1.85320 1.23540 1.06162
N -2.11480 1.45883 -0.51823
Si -3.50222 1.42130 -1.52808
C -5.19779 1.72982 -0.76172
C -3.50307 -0.25233 -2.37904
C -3.34375 2.73457 -2.85893
C -3.04864 -0.09226 1.55530
C -4.36044 0.16982 1.95164
C -5.28513 -0.85994 2.08786
C -4.91862 -2.16455 1.80461
C -3.61600 -2.43773 1.40471
C -2.68464 -1.41273 1.28965
C -2.56018 2.63884 1.99985
C -2.84039 2.51249 3.35952
C -3.41769 3.56496 4.05364
C -3.70266 4.75846 3.39885
C -3.40449 4.89984 2.05261
C -2.83353 3.84147 1.35331
C 2.25087 0.86489 2.52810
C 3.15118 1.45986 3.41083
C 4.21842 0.73501 3.93439
C 4.41780 -0.58327 3.55174
C 3.53299 -1.18306 2.66107
C 2.45158 -0.46776 2.16213
C 0.61851 3.17073 2.79267
C 0.30142 2.88024 4.12050
C -0.02660 3.89850 5.00093
C -0.05139 5.21809 4.56252
C 0.25915 5.51420 3.24396
C 0.58677 4.49132 2.35950
H 3.32779 5.75995 -0.83542
H 1.61475 5.60318 -0.42701
H 2.22712 4.93336 -1.93996
H 4.85810 4.59094 0.96443
H 4.61950 2.99923 1.70201
H 3.57251 4.35004 2.15861
H 4.62377 3.47828 -1.89535
H 3.35119 2.30681 -2.25340
H 4.65231 1.90025 -1.09698
H -5.64371 0.80579 -0.38532
H -5.86602 2.14813 -1.52042
H -5.14850 2.44307 0.06777
H -3.49223 -1.06413 -1.64333
H -2.59583 -0.34599 -2.98732
H -4.36457 -0.39578 -3.04117
H -3.31604 3.74398 -2.43508
H -4.20546 2.67952 -3.53505
H -2.44051 2.59354 -3.46189
H -4.67471 1.18501 2.14985
H -6.30109 -0.63435 2.39153
H -5.64671 -2.96353 1.88611
H -3.33836 -3.45406 1.16271
H -1.66427 -1.61405 0.98579
H -2.61255 1.57952 3.86280
H -3.65095 3.45726 5.10603
H -4.15335 5.57959 3.94343
H -3.62647 5.82826 1.54004
H -2.60675 3.92065 0.29500
H 3.01979 2.49762 3.69118
H 4.90641 1.21153 4.62379
H 5.25693 -1.14381 3.94812
H 3.70182 -2.20545 2.33820
H 1.74730 -0.93298 1.47983
H 0.30630 1.84604 4.44772
H -0.27254 3.66472 6.03044
H -0.31994 6.01215 5.24900
H 0.25023 6.54246 2.90159
H 0.82331 4.70860 1.32501
Cl -0.39737 3.77553 -1.67389
C -0.15903 4.27718 -3.32275
C -0.40290 5.60968 -3.61393
C -0.25959 6.07702 -4.90726
C 0.15067 5.20089 -5.89976
C 0.40704 3.87653 -5.58909
Cl 0.90506 2.83908 -6.89560
C 0.25425 3.34036 -4.29030
S 0.53817 1.65216 -3.95490
H -0.69719 6.27814 -2.81468
H -0.47230 7.11113 -5.14640
H 0.26848 5.53436 -6.92214
C 2.20469 -4.46215 -3.11722
C 2.28691 -4.78202 -1.61433
C 3.28728 -3.78561 -1.00103
C 2.81955 -6.21634 -1.44421
Si 0.55991 -4.61568 -0.82761
Br 0.23811 -1.88637 -1.28447
C 0.49629 -5.06762 1.03161
C 0.17313 -6.55732 1.24052
C -0.56924 -4.22825 1.75555
C 1.82596 -4.77443 1.74384
C -0.91580 -5.28856 -1.85129
C -0.66469 -6.75578 -2.24677
C -2.22235 -5.18919 -1.05113
C -1.13781 -4.47470 -3.14201
H 3.21449 -4.47052 -3.54086
H 1.77029 -3.47207 -3.27442
H 1.60958 -5.20158 -3.65761
H 4.22427 -3.83325 -1.56722
H 3.51597 -4.01429 0.03849
H 2.91469 -2.76067 -1.05810
H 3.81622 -6.28391 -1.89444
H 2.17308 -6.95017 -1.93377
H 2.90760 -6.49886 -0.39232
H -0.77906 -6.84308 0.79272
H 0.10610 -6.75208 2.31626
H 0.95277 -7.20501 0.82688
H -1.57393 -4.46979 1.41821
H -0.40255 -3.16008 1.60025
H -0.52182 -4.43154 2.83112
H 2.64368 -5.38669 1.36170
H 1.71209 -5.00608 2.80854
H 2.09482 -3.71969 1.65361
H -0.48752 -7.39739 -1.37818
H 0.20073 -6.84180 -2.90919
H -1.53860 -7.13974 -2.78477
H -2.19685 -5.76879 -0.12851
H -3.04848 -5.57468 -1.65904
H -2.43600 -4.14311 -0.81411
H -0.31933 -4.59268 -3.85107
H -1.23727 -3.41212 -2.92178
H -2.05633 -4.82456 -3.62693
N 3.93295 -0.56560 -2.09597
N 3.34178 -0.42118 -0.80262
H 4.34368 0.30577 -2.41217
H 3.18009 -0.78459 -2.73835
H 3.00193 0.52427 -0.63968
H 4.05849 -0.58597 -0.10710
*
```

Energy above the lowest of the compared OMol25 structures with the same formula, charge and spin: 220.0 kJ/mol
E: -211913.4825 eV

Entry 3:
The following is a quantum chemistry calculation of a molecular structure, C49H74BrN14O4Y, from the OMol25 dataset.

Geometry as ORCA input:
```
! RIJCOSX wB97M-V def2-TZVPD def2/J DEFGRID3
* xyz 2 1
Y 0.15320 -0.06592 0.25104
C 4.37311 1.81564 -3.86791
N 3.04840 1.37866 -3.46118
C 2.06797 1.35332 -4.52693
C 2.77197 1.01580 -2.16574
N 1.67884 1.36656 -1.51754
C 1.09966 2.63912 -1.94974
C -0.40842 2.62709 -1.88956
N -0.99011 2.10107 -0.63327
C -0.80991 3.07669 0.46456
C 0.55328 3.11198 1.13494
N 0.97766 1.86746 1.79975
C 1.79364 2.10920 2.82184
N 2.39683 3.34970 2.95247
C 3.29841 3.84927 1.93438
C 2.33429 4.11783 4.18040
N 2.07167 1.24838 3.82328
C 3.20906 1.45477 4.71786
C 1.28561 0.07715 4.17028
C -2.44456 1.96169 -0.88861
C -3.14034 1.08508 0.12066
N -2.69377 -0.29400 -0.05014
C -3.63800 -1.18783 0.12989
N -3.58601 -2.41813 -0.46915
C -3.31169 -2.56230 -1.88091
C -4.11730 -3.60286 0.17565
N -4.76743 -0.96912 0.87467
C -6.07048 -1.45423 0.45078
C -4.78181 -0.21754 2.11162
N 3.72689 0.27380 -1.54738
C 4.13391 0.55595 -0.18459
C 4.62702 -0.60055 -2.27265
H 4.28761 2.77476 -4.38286
H 5.00729 1.95744 -2.99789
H 4.85266 1.10694 -4.54749
H 2.39322 0.66354 -5.31163
H 1.11008 1.01286 -4.14963
H 1.94385 2.34156 -4.97918
H 1.49978 3.45305 -1.34309
H 1.35830 2.91348 -2.97203
H -0.78917 3.64306 -2.06329
H -0.78885 2.00894 -2.70162
H -0.98992 4.08821 0.07370
H -1.58152 2.89249 1.20969
H 1.29609 3.43150 0.41307
H 0.48807 3.92734 1.86231
H 3.34538 3.15535 1.09823
H 2.98584 4.83050 1.56463
H 4.30942 3.94466 2.34297
H 1.64210 3.65166 4.87778
H 3.30848 4.21178 4.66811
H 1.97050 5.12449 3.95946
H 3.91811 2.15462 4.29045
H 2.87938 1.82086 5.69293
H 3.71325 0.50101 4.84462
H 0.54771 0.31539 4.94264
H 0.80332 -0.33535 3.29858
H 1.96186 -0.68305 4.55937
H -2.90154 2.95897 -0.92322
H -2.57263 1.50941 -1.87353
H -2.94654 1.45736 1.13187
H -4.21925 1.18571 -0.03425
H -2.40576 -3.14378 -2.07244
H -3.19579 -1.58357 -2.32812
H -4.14822 -3.07893 -2.36158
H -4.19903 -3.44268 1.24869
H -5.09599 -3.89191 -0.21840
H -3.43163 -4.43434 0.00488
H -6.02573 -1.81920 -0.57157
H -6.44404 -2.25004 1.09996
H -6.78234 -0.62720 0.48389
H -3.77381 0.04948 2.40117
H -5.37963 0.69412 2.02160
H -5.21509 -0.83204 2.90603
H 3.31617 1.00989 0.36814
H 4.41255 -0.37265 0.30141
H 5.00336 1.22400 -0.17333
H 5.62578 -0.17324 -2.39171
H 4.73097 -1.52570 -1.70448
H 4.22206 -0.83093 -3.25556
O 3.91399 -0.61438 2.69518
C 4.30036 -1.90308 2.51538
C 5.47245 -2.33270 3.13100
C 5.88958 -3.64275 2.99105
C 5.13407 -4.54653 2.25058
C 3.96765 -4.10892 1.65000
C 3.54443 -2.78389 1.75002
C 2.27383 -2.38474 1.02493
O 1.73863 -1.15429 1.32201
N 2.58673 -2.40363 -0.41802
N 1.58794 -2.01236 -1.23515
C 1.61370 -2.43186 -2.44480
C 0.63922 -2.04222 -3.44968
Br -0.56390 -0.67048 -2.90957
C 0.53015 -2.50788 -4.69806
C 1.30461 -3.60960 -5.29256
C 1.71600 -3.48350 -6.62017
C 2.45785 -4.48321 -7.22593
C 2.77531 -5.63623 -6.52151
C 2.33499 -5.79169 -5.21468
C 1.60167 -4.78697 -4.60388
H 3.04674 -0.52012 2.23701
H 6.04006 -1.62167 3.71582
H 6.80166 -3.96635 3.47330
H 5.44611 -5.57660 2.15671
H 3.35382 -4.81542 1.09789
H 1.54149 -3.18187 1.24266
H 3.13401 -3.20073 -0.73179
H 2.40536 -3.09950 -2.78266
H -0.17679 -2.01729 -5.35688
H 1.45859 -2.59039 -7.17613
H 2.77896 -4.36850 -8.25205
H 3.34505 -6.42224 -6.99795
H 2.54852 -6.70568 -4.67730
H 1.21321 -4.94201 -3.60512
O -3.53516 -1.85273 6.60942
C -3.31945 -0.49272 6.31459
C -2.58378 -0.38765 5.00819
C -2.22677 0.85024 4.48903
C -1.55943 0.89688 3.28255
N -1.24513 -0.18290 2.55904
C -1.57325 -1.37912 3.06435
C -2.24251 -1.51227 4.27707
C -1.21276 -2.58753 2.27137
C -1.28893 -3.85708 2.82570
C -1.03053 -4.97703 2.04527
C -1.09404 -6.35137 2.66843
O -2.24693 -6.50366 3.47289
C -0.73430 -4.76989 0.70980
C -0.64153 -3.46902 0.24138
N -0.83661 -2.39195 0.99956
H -3.98144 -1.93178 7.45819
H -2.72473 0.00221 7.09155
H -4.26611 0.05496 6.22620
H -2.45330 1.76901 5.01432
H -1.22010 1.84324 2.89092
H -2.52152 -2.47876 4.66329
H -1.54993 -3.99899 3.86346
H -0.23788 -6.47587 3.33511
H -1.02147 -7.12186 1.89645
H -2.98284 -6.79809 2.92713
H -0.55813 -5.59960 0.03673
H -0.38571 -3.28551 -0.79232
*
```

Energy above the lowest of the compared OMol25 structures with the same formula, charge and spin: 0.0 kJ/mol
E: -152142.4364 eV

E_LUMO in eV, matching the order above: 0.50; 1.98; -4.65
HOMO-LUMO gap in Eh, matching the order above: 0.3344; 0.2111; 0.2737
HOMO in eV, matching the order above: -8.59; -3.76; -12.09